Below is C57H44N2O3P2RuS2 as an isolated structure, with properties calculated with ωB97M-V/def2-TZVPD.

Geometry as XYZ:
```
111
Properties=species:S:1:pos:R:3:forces:R:3:mulliken_charge:R:1
Ru 0.15118 -0.12588 -0.16887 -0.2935 -0.3765 0.3267 0.150
O -1.49119 2.58348 -0.65085 -0.0596 0.2772 -0.1848 -0.999
S -0.98806 1.66154 0.36343 0.3022 0.1043 0.2568 1.857
C -0.06403 2.49162 1.63122 0.1640 -0.2454 0.0417 -0.274
C -0.18050 3.86118 1.81756 -0.1061 0.0260 -0.0815 -0.301
C 0.49178 4.42870 2.88777 0.0002 0.0072 -0.0100 -1.036
C 1.23883 3.62246 3.74066 0.0528 -0.0407 0.0625 -0.630
C 1.34914 2.25559 3.51863 -0.0389 0.0943 -0.0235 -0.570
C 0.71297 1.66476 2.43098 -0.1135 -0.1549 -0.1515 -0.469
P 0.89291 -0.24704 1.99345 -0.2183 -0.0152 0.0129 3.227
C 0.48518 -0.69438 3.69874 0.0226 -0.0049 0.0276 -0.033
C 1.46252 -1.29772 4.48610 0.0035 0.0348 -0.0064 -0.238
C 1.20106 -1.57737 5.81932 -0.0073 -0.0004 0.0106 -0.692
C -0.04520 -1.28718 6.35714 0.0120 -0.0066 0.0156 -0.856
C -1.02327 -0.69377 5.57055 -0.0357 0.0152 -0.0145 -0.709
C -0.75348 -0.37580 4.24828 0.0286 -0.0334 -0.0028 -0.073
C 1.21103 -2.07881 1.42214 0.1526 0.2852 0.1190 0.845
C 1.72044 -2.32322 0.14137 0.1591 0.1170 -0.4537 0.842
C 1.76251 -3.60973 -0.40814 0.0048 0.0011 -0.0048 -1.162
C 1.33589 -4.69095 0.33079 -0.0065 0.0096 -0.0016 -0.993
C 0.83050 -4.47102 1.61037 -0.0655 0.0018 0.0509 -0.710
C 0.73134 -3.19349 2.12884 -0.0744 -0.0068 -0.0607 -0.855
C -2.42911 1.13351 1.32180 0.0541 -0.0638 -0.0619 0.349
C -3.08367 1.97872 2.19859 0.0077 0.0717 0.0443 -0.383
C -4.19093 1.49668 2.88715 0.0221 0.0077 -0.0075 -0.897
C -4.63721 0.19638 2.68680 -0.0120 -0.0274 0.0017 -0.878
C -3.99943 -0.63333 1.77243 -0.0109 0.0162 -0.0292 -1.113
C -2.89014 -0.15694 1.08677 -0.0174 -0.0249 -0.1113 -0.308
P -1.93739 -1.02452 -0.18289 -0.0487 -0.1689 0.0733 3.138
C -2.53599 -2.73328 -0.23333 0.0865 0.0477 0.1682 0.566
C -3.20238 -3.29014 -1.32420 0.0390 0.0287 -0.0248 -0.784
C -3.62826 -4.60864 -1.27608 -0.0230 -0.0318 -0.0164 -0.838
C -3.40837 -5.37297 -0.13902 0.0133 0.0287 0.0078 -0.830
C -2.76488 -4.81623 0.95783 -0.0120 -0.0115 -0.0030 -0.802
C -2.32765 -3.50319 0.91041 -0.0034 0.0201 -0.0016 -0.520
C -2.66433 -0.33496 -1.73140 -0.1183 0.0344 -0.1910 -0.563
C -1.82848 -0.46152 -2.93108 -0.3017 0.0233 -0.1485 0.810
C -2.34197 0.13259 -4.16619 0.2069 -0.1775 0.1662 -0.262
C -3.52564 0.79663 -4.19054 -0.2776 0.1867 -0.0034 -1.090
C -4.28559 0.87922 -3.01092 0.1756 -0.0349 -0.2292 -0.557
C -3.86968 0.30453 -1.80180 0.1176 -0.0219 0.1775 -0.802
H -0.77856 4.45364 1.13532 0.0141 0.0170 0.0161 0.680
H 0.42992 5.49407 3.06320 -0.0078 0.0029 -0.0086 0.464
H 1.75309 4.06818 4.58295 -0.0051 0.0047 -0.0039 0.579
H 1.95364 1.65051 4.18498 0.0004 0.0083 0.0110 0.440
H 2.42489 -1.55190 4.05638 0.0016 -0.0063 0.0059 0.349
H 1.96638 -2.02962 6.43573 0.0025 -0.0005 -0.0020 0.479
H -0.25280 -1.51759 7.39348 0.0019 0.0001 0.0019 0.419
H -1.99249 -0.46313 5.99320 0.0025 -0.0014 0.0005 0.504
H -1.50546 0.12596 3.65085 -0.0262 0.0171 -0.0071 0.125
H 2.21190 -1.54821 -0.44166 0.0586 -0.0098 0.0824 -0.667
H 2.17936 -3.74620 -1.39900 0.0254 -0.0264 0.0458 0.666
H 1.40815 -5.69535 -0.06411 -0.0024 -0.0031 -0.0047 0.517
H 0.51108 -5.31101 2.21532 0.0016 -0.0127 -0.0185 0.500
H 0.30092 -3.06976 3.11338 0.0358 -0.0096 0.0036 0.313
H -2.72574 2.98578 2.37006 0.0001 -0.0049 -0.0007 0.583
H -4.70006 2.13860 3.59342 0.0027 -0.0004 0.0035 0.452
H -5.48895 -0.17174 3.24284 -0.0060 0.0018 -0.0079 0.475
H -4.35381 -1.64204 1.59977 -0.0192 0.0066 0.0131 0.599
H -3.41307 -2.70910 -2.21342 0.0005 -0.0060 -0.0006 0.416
H -4.14353 -5.03638 -2.12557 -0.0006 0.0015 0.0014 0.466
H -3.74865 -6.39904 -0.10480 0.0011 -0.0030 -0.0002 0.434
H -2.60355 -5.40479 1.85119 -0.0020 -0.0004 0.0004 0.513
H -1.82947 -3.07126 1.76825 0.0184 0.0030 0.0269 0.688
H -1.63126 -1.53180 -3.10116 0.1713 0.0443 0.0166 0.330
H -1.72702 0.03370 -5.05373 -0.0220 0.0001 -0.0165 0.621
H -3.88706 1.26373 -5.09590 0.0025 -0.0107 0.0010 0.476
H -5.23054 1.40939 -3.03572 -0.0009 0.0142 -0.0017 0.491
H -4.49686 0.40713 -0.92559 0.0192 -0.0140 0.0117 0.548
O 2.26508 1.56540 -2.40417 0.0079 -0.0685 -0.0230 -0.689
C 2.79459 1.29078 -1.35332 0.0314 0.1165 -0.0065 -0.794
N 4.09813 1.37332 -1.00944 -0.0579 -0.0429 -0.0261 -0.025
C 4.37411 0.85851 0.32415 0.0835 0.0185 0.0675 2.137
C 2.94324 0.58079 0.73685 0.0083 0.0513 -0.0627 -1.632
O 2.62102 0.08008 1.87944 0.0513 -0.0152 -0.0616 -0.032
N 2.08465 0.78164 -0.22114 -0.0588 -0.1392 0.0162 0.557
C 5.03475 -0.52641 0.30400 0.0389 0.0038 0.0398 -0.091
C 5.38755 -1.11259 1.51796 0.0033 -0.0166 -0.0202 0.023
C 5.90712 -2.39541 1.54465 0.0047 0.0140 0.0067 -0.969
C 6.08242 -3.10182 0.36108 -0.0007 -0.0035 -0.0179 -0.616
C 5.73750 -2.51810 -0.84671 0.0090 -0.0157 -0.0190 -0.894
C 5.20699 -1.23381 -0.87800 -0.0286 0.0274 0.0093 -0.267
C 5.09157 1.89061 1.17753 -0.0463 -0.0310 0.0021 -0.076
C 4.36256 2.88369 1.82143 0.0472 0.0078 -0.0360 -0.064
C 5.01872 3.87899 2.52774 -0.0215 0.0257 0.0169 -0.933
C 6.40514 3.89281 2.58468 0.0022 -0.0066 -0.0055 -0.601
C 7.13386 2.90938 1.93186 0.0074 -0.0035 0.0060 -0.967
C 6.47998 1.90634 1.23118 -0.0124 -0.0271 0.0167 -0.153
H 4.79187 1.79864 -1.60191 -0.0010 -0.0013 -0.0008 0.290
H 5.26199 -0.55942 2.44031 0.0027 -0.0007 0.0051 0.573
H 6.18588 -2.84266 2.48947 0.0001 0.0008 0.0016 0.468
H 6.49836 -4.10017 0.38251 0.0004 -0.0006 -0.0008 0.452
H 5.88835 -3.05693 -1.77300 -0.0008 -0.0003 0.0002 0.482
H 4.93971 -0.78840 -1.82784 0.0003 -0.0033 0.0005 0.485
H 3.28017 2.89406 1.76722 -0.0288 0.0053 -0.0028 0.364
H 4.44635 4.64808 3.03012 0.0024 -0.0002 -0.0005 0.458
H 6.91760 4.67012 3.13513 -0.0008 0.0022 -0.0009 0.424
H 8.21475 2.91913 1.97014 0.0002 0.0008 0.0007 0.432
H 7.05189 1.13112 0.73631 0.0056 0.0057 -0.0024 0.507
S -0.10372 0.26312 -2.61841 -0.1719 0.1657 0.1755 -0.026
C 0.79622 -0.77467 -3.74130 0.0628 -0.1075 0.0935 0.955
C 0.93742 -2.13786 -3.49600 0.0255 0.0587 -0.0235 -0.595
C 1.64654 -2.91327 -4.39723 -0.0035 -0.0187 0.0123 -1.052
C 2.21893 -2.32443 -5.52005 0.0173 0.0070 -0.0098 -0.640
C 2.08729 -0.96221 -5.74460 0.0090 0.0136 -0.0261 -0.715
C 1.37036 -0.17448 -4.85403 -0.0147 -0.0562 0.0277 -0.549
H 0.51110 -2.58061 -2.60038 -0.0237 0.0282 -0.0539 0.754
H 1.76081 -3.97528 -4.22468 -0.0048 -0.0123 0.0003 0.543
H 2.77396 -2.93304 -6.22116 0.0008 -0.0027 -0.0004 0.456
H 2.54256 -0.50799 -6.61408 0.0016 -0.0034 -0.0023 0.469
H 1.27444 0.89244 -5.00281 0.0036 0.0201 -0.0054 0.532
```
Positions in Å, forces in eV/Å.

Its HOMO-LUMO gap is 4.94 eV. For the HOMO energy, the calculation gives -0.464 Ha. Its charge is +2. For the largest force on an atom, the calculation gives 0.58 eV/Å.

Below is C57H45BF2InN7O4S as an isolated structure, with properties calculated with ωB97M-V/def2-TZVPD.

Geometry as XYZ:
```
118
Properties=species:S:1:pos:R:3:forces:R:3:mulliken_charge:R:1
In 0.11581 0.42435 -0.00984 -0.0754 0.4092 0.0683 2.033
C -5.59222 5.83920 6.21232 -0.0241 0.0897 0.0491 -0.859
O -5.82144 4.53199 5.73300 -0.0528 -0.0053 0.0192 -0.468
C -4.91057 4.01466 4.86562 0.0765 -0.0972 -0.1190 1.027
C -5.17035 2.72660 4.40188 -0.0502 -0.0202 0.0199 -0.846
C -4.29994 2.11659 3.52025 -0.0333 0.0158 -0.0309 0.341
C -3.14615 2.76712 3.08499 -0.0198 0.0328 0.0554 -0.620
C -2.89927 4.04963 3.55108 0.0266 -0.0866 -0.0287 -0.124
C -3.77151 4.67923 4.43166 -0.0435 0.1609 0.0756 -0.603
C -2.18061 2.09307 2.17195 0.3333 -0.2705 0.3202 1.290
C -1.11675 1.44143 2.75321 -0.4060 0.3630 -0.1050 -0.442
C -0.91032 1.20434 4.15574 0.1652 -0.1301 0.0696 -1.545
C 0.27576 0.55662 4.28859 -0.1501 -0.0408 0.1347 -1.259
C 0.85116 0.43409 2.97022 0.0266 0.2801 -0.2527 0.820
N -0.02121 0.94497 2.06496 0.3591 -0.2909 0.1417 -0.442
C 2.15248 -0.01563 2.67405 0.0945 -0.1035 0.0673 1.932
C 2.79520 0.19266 1.44893 -0.3358 0.2300 -0.0295 0.080
C 4.22921 0.22620 1.25739 0.2276 -0.0426 -0.1985 -1.735
C 4.46169 0.70877 0.01475 0.0461 -0.1183 0.2810 -1.384
C 3.18122 0.92302 -0.61904 0.0092 0.2615 -0.6375 0.522
C 2.96492 1.43858 -1.87505 0.1344 -0.3333 0.3736 0.720
C 4.15290 1.81134 -2.68819 0.0295 0.0647 -0.0108 0.188
C 5.08808 0.85461 -3.08749 -0.0485 0.0648 -0.0813 -0.225
C 6.18608 1.20578 -3.84824 0.0885 -0.0430 -0.0163 -0.934
C 6.38390 2.53109 -4.22738 -0.1107 -0.0682 0.0865 0.989
O 7.49591 2.78123 -4.96865 0.0317 -0.0220 -0.0424 -0.465
C 7.69089 4.10352 -5.42307 0.0470 0.0664 -0.0459 -0.853
C 5.46339 3.49583 -3.83827 0.0445 0.1342 -0.0475 -0.640
C 4.36065 3.12857 -3.07817 -0.0042 -0.0932 0.0680 -0.614
C 1.68784 1.60124 -2.51009 -0.1609 -0.2429 -0.3716 -0.042
N 0.47580 1.16687 -1.99564 -0.2037 -0.1565 -0.0969 -0.271
C -0.48737 1.40669 -2.93207 0.1562 0.0271 -0.1611 -0.667
C -1.93961 1.00078 -2.65987 0.4050 0.2514 0.3331 3.324
C -2.85240 1.36782 -3.82193 -0.0281 -0.2314 -0.0567 -0.956
C -2.88752 2.66496 -4.33630 -0.0503 -0.0085 -0.0789 0.020
C -3.65685 2.96744 -5.44054 0.0096 0.0985 -0.0358 -1.068
C -4.41965 1.98265 -6.06590 0.0585 -0.0486 0.1230 0.816
O -5.08168 2.36306 -7.19006 -0.0239 0.0516 -0.0368 -0.460
C -5.74712 1.35786 -7.92561 -0.0563 -0.0171 -0.0284 -0.856
C -4.45876 0.70773 -5.52276 -0.1028 -0.0782 -0.0644 -0.903
C -3.67869 0.41917 -4.40855 0.1369 0.1892 0.1102 -0.828
C -2.37058 1.69926 -1.38149 -0.2323 -0.0353 0.1349 -0.616
C -3.34529 2.68462 -1.21279 -0.0812 -0.1163 -0.1649 -1.186
C -3.39961 2.96791 0.14647 0.1702 0.0416 0.2207 -1.256
C -2.43098 2.17410 0.77728 -0.2449 0.0572 -0.2423 -0.489
N -1.80859 1.39688 -0.18586 0.0096 -0.1432 -0.2879 -0.162
C 0.09150 1.97614 -4.06072 -0.1423 -0.1208 0.0196 -1.158
C 1.45850 2.08272 -3.80450 0.1673 0.0213 0.2111 -1.338
N 2.19495 0.58086 0.29214 0.1371 -0.1217 0.3905 -0.258
C 2.93115 -0.68719 3.75351 -0.0695 0.0648 -0.0587 -1.792
C 3.49755 0.00270 4.81560 -0.0186 -0.0650 -0.0621 -0.335
C 4.20808 -0.65689 5.81310 0.0651 0.0552 0.1390 -0.614
C 4.35596 -2.03609 5.75616 -0.0728 0.0252 -0.0830 0.991
O 5.02435 -2.77969 6.68078 0.0250 -0.0488 -0.0033 -0.463
C 5.62356 -2.09078 7.75700 0.0227 0.0422 0.0727 -0.873
C 3.79665 -2.74259 4.69361 0.0216 -0.0998 -0.0208 -0.865
C 3.09944 -2.07351 3.70657 0.0649 0.0636 0.1140 0.004
H -6.42018 6.06506 6.87919 0.0115 0.0022 0.0048 0.244
H -5.57971 6.57024 5.39866 0.0103 -0.0269 -0.0051 0.335
H -4.65305 5.90465 6.76922 -0.0082 -0.0126 -0.0112 0.334
H -6.06439 2.22351 4.74696 0.0092 -0.0066 -0.0001 0.422
H -4.50821 1.11415 3.16671 -0.0003 0.0045 -0.0190 0.523
H -2.00814 4.57238 3.22580 0.0120 -0.0246 -0.0133 0.504
H -3.54909 5.68194 4.77025 0.0106 -0.0361 -0.0136 0.390
H -1.59716 1.48107 4.94006 0.0021 0.0391 -0.0149 0.519
H 0.73962 0.20729 5.19674 -0.0019 0.0430 0.0172 0.621
H 4.95602 -0.02133 2.01447 -0.0048 -0.0065 0.0012 0.559
H 5.41806 0.92924 -0.43050 -0.0042 0.0006 0.0037 0.605
H 4.94277 -0.18078 -2.80268 -0.0020 0.0052 0.0082 0.518
H 6.90920 0.46555 -4.16619 -0.0071 -0.0027 0.0129 0.414
H 8.59492 4.08260 -6.02596 -0.0047 0.0186 0.0042 0.247
H 7.82997 4.80046 -4.59165 -0.0117 -0.0251 0.0060 0.331
H 6.85413 4.44302 -6.04027 0.0046 -0.0171 0.0107 0.341
H 5.59146 4.53383 -4.11356 0.0007 -0.0323 0.0150 0.370
H 3.65076 3.88683 -2.77227 -0.0103 -0.0009 -0.0104 0.472
H -2.29749 3.44169 -3.86845 0.0439 -0.0123 -0.0237 0.654
H -3.67296 3.96624 -5.85782 0.0261 0.0049 0.0235 0.428
H -6.06339 1.82491 -8.85463 -0.0235 -0.0139 0.0085 0.249
H -6.62673 0.98542 -7.39250 0.0238 -0.0065 0.0136 0.323
H -5.08057 0.52065 -8.15057 0.0015 0.0239 -0.0056 0.355
H -5.07808 -0.06944 -5.94906 0.0213 0.0313 -0.0052 0.426
H -3.72399 -0.58346 -3.99661 -0.0560 -0.0345 -0.1050 0.348
H -3.95623 3.12264 -1.98466 -0.0074 -0.0566 0.0071 0.601
H -4.04139 3.68348 0.63610 -0.0234 -0.0574 0.0329 0.544
H -0.40581 2.26188 -4.97134 -0.0593 -0.0299 0.0031 0.660
H 2.20839 2.46107 -4.47949 0.0025 0.0119 0.0175 0.587
H 3.38802 1.07945 4.86397 -0.0070 0.0037 0.0018 0.505
H 4.64080 -0.08350 6.62161 -0.0227 -0.0139 -0.0199 0.396
H 6.13144 -2.84268 8.35498 -0.0012 -0.0009 -0.0051 0.246
H 4.87574 -1.58562 8.37559 0.0019 -0.0014 -0.0216 0.338
H 6.35333 -1.35567 7.40604 -0.0002 -0.0197 -0.0012 0.342
H 3.92815 -3.81749 4.66450 0.0089 0.0130 -0.0092 0.435
H 2.67039 -2.61816 2.87323 -0.0074 -0.0183 -0.0017 0.630
C -0.21764 -4.29477 3.13304 -0.0725 -0.0499 0.1933 -0.872
N -0.02426 -4.51981 1.71317 0.1435 0.1868 -0.2135 0.237
C 0.17079 -5.75822 1.14201 -0.1014 -0.1306 0.0130 -0.883
C 0.36721 -5.57078 -0.16757 0.0922 -0.0641 -0.0234 -0.470
N 0.30872 -4.20017 -0.41493 -0.0779 -0.0214 0.5494 0.484
C 0.06065 -3.54326 0.76563 -0.0699 -0.2116 -0.1897 0.125
S -0.22082 -1.93503 1.19021 -0.1406 0.1125 -0.2334 -0.219
C 0.62907 -3.69110 -1.70178 0.1205 0.2835 -0.4402 0.552
C 0.31757 -4.46768 -2.81205 -0.2314 -0.0587 -0.0066 -0.787
C 0.78498 -4.06210 -4.04865 0.0289 -0.0060 0.0827 -0.686
C 1.54351 -2.90959 -4.12616 0.0391 0.0806 -0.0469 -0.948
C 1.75141 -2.18372 -2.96541 -0.0999 0.0377 -0.0036 -0.098
N 1.29693 -2.55409 -1.76923 0.0286 -0.1679 0.2437 0.008
H -1.08689 -4.85014 3.48333 -0.0090 0.0090 -0.0493 0.349
H -0.37687 -3.23365 3.29679 0.0041 -0.0239 0.0366 0.229
H 0.66386 -4.61651 3.68747 0.0201 0.0120 -0.0468 0.377
H 0.14432 -6.66530 1.71876 0.0217 0.0250 0.0187 0.516
H 0.58804 -6.27674 -0.94495 0.0221 0.0153 0.0213 0.504
H -0.29632 -5.35290 -2.72099 0.0110 0.0170 0.0199 0.504
H 0.56433 -4.64491 -4.93280 -0.0199 -0.0016 0.0071 0.424
H 1.95681 -2.56578 -5.06400 -0.0251 0.0321 0.0203 0.475
H 2.31980 -1.26869 -2.98729 0.0477 0.2979 0.0116 0.488
F -2.35560 -1.26572 -1.48466 0.0105 0.1858 0.0816 -0.189
B -1.89845 -0.57727 -2.52621 -0.1713 -0.2863 -0.0491 0.694
F -1.39694 -1.35017 -3.48636 0.1529 0.1190 -0.1021 -0.208
```
Positions in Å, forces in eV/Å.

The value obtained for the energy above the lowest of the compared OMol25 structures with the same formula, charge and spin is 0.0000 eV. Its HOMO-LUMO gap is 5.28 eV. For the HOMO energy, the calculation gives -0.206 Ha. For the largest force on an atom, the calculation gives 0.69 eV/Å.